Molecular formula: C7H29NO8
Method: DFT, ωB97M-V/def2-TZVPD

The geometry in ORCA input format:
```
! RIJCOSX wB97M-V def2-TZVPD def2/J DEFGRID3
* xyz 0 1
C 1.742 -1.657 -0.464
H 3.464 -1.554 1.384
H -3.222 0.747 -0.206
H 0.583 -3.677 2.604
H 2.913 0.089 -0.341
O -3.502 -0.134 -0.569
C 0.684 1.577 -0.518
H -0.730 0.495 3.448
O 0.476 -2.739 2.413
H -3.037 0.584 -2.184
C 0.553 0.586 1.711
H -0.764 -0.942 2.486
H 2.552 1.339 1.939
H -2.012 2.672 0.547
C 0.546 0.482 0.235
H -1.002 -1.485 -4.224
H -0.041 2.901 1.708
H -2.821 -0.758 -0.290
H 1.667 1.045 3.453
O -0.929 3.270 1.816
O 3.431 -1.892 2.292
H -1.613 0.540 1.933
O -2.658 2.366 -0.148
H -0.067 -0.779 -1.341
H -2.278 1.845 -1.904
H -1.868 -2.753 -4.544
H 3.166 -0.774 -1.671
H -1.338 0.615 -3.748
C 0.395 -0.882 -0.363
O -2.469 1.239 -2.645
H 1.628 -2.422 -1.239
H 0.690 1.525 -1.595
C -0.710 0.151 2.407
O -0.658 0.194 -4.341
H -3.304 3.089 -0.195
H 1.393 -2.421 2.460
H 0.112 0.155 -3.770
H -1.157 2.984 2.712
N 2.949 -0.867 -0.684
H 1.839 -2.234 0.449
H 0.826 2.576 -0.134
H 4.334 -2.190 2.500
H -0.251 -1.497 0.257
O -1.127 -2.440 -4.012
C 1.616 1.029 2.377
*
```

## Properties
Kohn-Sham gap: 9.918 eV
highest occupied orbital energy: -9.7 eV
energy relative to the best compared isomer or geometry (same formula, charge and spin): 22.6 kcal/mol
SMILES: C=C(C)C(=C)CCN.O.O.O.O.O.O.O.O

Atom charges from the natural (NBO) analysis, given in e for atoms 1 to 6: atom 1 (C): -0.2231, atom 2 (H): 0.4978, atom 3 (H): 0.4983, atom 4 (H): 0.4752, atom 5 (H): 0.3690, atom 6 (O): -0.9781


Molecular formula: C7H2F3N
Method: DFT, ωB97M-V/def2-TZVPD

The geometry in ORCA input format:
```
! RIJCOSX wB97M-V def2-TZVPD def2/J DEFGRID3
* xyz 0 1
F -2.363 -3.212 0.310
C -1.706 -2.107 0.129
H -0.997 1.053 -0.712
H 1.233 0.499 0.199
C 1.315 -2.421 1.450
F -2.992 -0.447 -0.965
F 2.577 -2.255 1.930
C -1.860 -0.892 -0.349
C 0.660 -1.484 0.792
N 0.204 -4.682 1.917
C 0.721 -3.681 1.711
C -0.782 0.079 -0.300
C 0.426 -0.232 0.225
*
```

## Properties
Kohn-Sham gap: 7.687 eV
highest occupied orbital energy: -9.3 eV

Atom charges from the natural (NBO) analysis, given in e for atoms 1 to 6: atom 1 (F): -0.2626, atom 2 (C): 0.4595, atom 3 (H): 0.2367, atom 4 (H): 0.2453, atom 5 (C): 0.2153, atom 6 (F): -0.3177


Molecular formula: C7H30ClN14O12
Method: DFT, ωB97M-V/def2-TZVPD

The geometry in ORCA input format:
```
! RIJCOSX wB97M-V def2-TZVPD def2/J DEFGRID3
* xyz -1 1
H 1.604 -1.005 4.696
H 4.946 3.958 1.524
O 0.388 0.268 -0.935
H -5.232 6.350 -4.018
H 4.266 -1.077 1.147
N 1.418 -1.413 5.601
N -4.242 6.543 -3.960
H -3.648 4.299 -2.079
H -1.944 -5.144 4.051
H -6.442 -2.785 -4.152
O -4.195 -4.160 -2.532
H -4.271 -2.118 -1.780
H 2.842 -4.158 0.693
H -2.003 -4.207 2.592
C -1.524 -6.170 2.363
N -1.007 -7.102 3.123
H -0.412 2.971 4.128
N 2.018 2.356 -6.282
H 0.569 -0.892 8.552
H 3.721 2.822 1.030
H 1.335 -2.157 7.769
H -5.636 -1.548 -2.860
O 6.139 3.451 -0.660
N 4.611 3.271 0.864
H -6.085 -4.534 -4.155
O -0.724 3.727 3.631
H 1.983 -2.236 5.753
O -2.387 5.929 -2.975
H -0.621 -6.928 4.040
N 3.278 -3.246 0.692
H 5.694 -1.751 1.840
H 2.910 2.663 -6.641
C 0.970 -0.618 6.529
H -1.066 -8.071 2.845
O 0.591 0.524 6.325
C 5.129 2.960 -0.250
H 3.377 2.135 -0.688
N 4.786 -1.898 1.422
H 0.193 2.026 -4.786
H 2.756 -2.383 0.663
C -3.502 5.819 -3.193
N -4.196 4.859 -2.717
O -1.182 -0.671 0.570
O -1.759 -6.269 1.148
H 1.822 1.389 -6.067
N 0.338 2.996 -5.024
N 4.347 2.164 -0.966
O 5.194 -4.049 1.371
H -0.071 3.629 -4.351
C -4.964 -3.347 -2.998
H -5.199 4.738 -2.713
C 1.237 3.323 -5.886
N -5.975 -3.602 -3.783
N -4.876 -2.154 -2.588
C 4.442 -3.138 1.213
H -4.037 7.410 -4.435
O -1.163 1.631 0.328
N -1.771 -5.072 3.059
H 4.697 1.781 -1.833
Cl -0.353 0.400 0.267
H -0.171 3.748 2.851
N 0.992 -1.210 7.692
O 1.398 4.477 -6.298
O 0.661 0.498 1.234
*
```

## Properties
Kohn-Sham gap: 8.303 eV
highest occupied orbital energy: -6.4 eV
energy relative to the best compared isomer or geometry (same formula, charge and spin): 139.0 kcal/mol

Atom charges from the natural (NBO) analysis, given in e for atoms 1 to 6: atom 1 (H): 0.4134, atom 2 (H): 0.4087, atom 3 (O): -0.8940, atom 4 (H): 0.3646, atom 5 (H): 0.3957, atom 6 (N): -0.8236


Molecular formula: C7H30Li2N4O11
Method: DFT, ωB97M-V/def2-TZVPD

The geometry in ORCA input format:
```
! RIJCOSX wB97M-V def2-TZVPD def2/J DEFGRID3
* xyz 0 1
H -1.870 1.440 -1.902
C 5.841 1.105 -0.830
H 4.793 0.120 -2.273
O 0.593 0.001 -2.002
H -7.006 -1.514 1.050
C 1.425 -1.818 -0.510
O 2.979 -1.153 -3.459
C -0.669 3.338 -0.204
H 4.572 -1.554 3.001
H -3.521 -0.648 -0.640
Li -0.947 -0.851 -3.213
H 6.799 1.552 0.836
H 3.106 -1.787 2.650
H -1.078 4.239 1.779
N -6.392 -0.761 0.800
C 0.756 -0.449 -0.672
C -1.218 3.331 1.205
O -5.035 -2.423 0.212
O -1.299 -2.551 -2.382
H -1.292 -0.903 0.081
H -0.548 -3.068 -2.064
H 1.567 0.145 -0.211
H 0.812 -2.698 -0.759
N 4.810 0.333 -1.293
N 6.047 0.961 0.519
O -0.931 -1.889 4.025
H -2.070 -2.929 -1.937
Li 0.673 2.064 -1.685
H 2.210 -2.073 -1.223
H 1.860 -1.892 0.485
H -4.664 0.667 -0.268
H -0.779 0.720 0.090
H 5.379 0.618 1.185
H -2.496 1.390 -3.309
H -0.854 -1.661 4.957
H -2.620 0.684 2.315
O -2.231 0.819 -2.579
O -1.391 2.797 -1.094
O 0.461 3.809 -0.444
H 3.055 -1.969 -2.961
H -2.284 3.075 1.186
N -4.388 -0.297 -0.290
H -1.279 -1.088 3.607
H 4.247 -0.042 -0.556
O 6.623 1.748 -1.523
H -6.676 0.202 0.804
O 3.859 -1.222 2.443
O -2.537 0.764 3.274
H -1.871 1.451 3.403
H -0.915 2.388 1.673
C -0.415 -0.294 0.308
H 2.142 -0.743 -3.153
C -5.258 -1.187 0.210
H -0.075 -0.296 1.340
*
```

## Properties
Kohn-Sham gap: 8.855 eV
highest occupied orbital energy: -9.4 eV

Atom charges from the natural (NBO) analysis, given in e for atoms 1 to 6: atom 1 (H): 0.5283, atom 2 (C): 0.7705, atom 3 (H): 0.4320, atom 4 (O): -1.0833, atom 5 (H): 0.4184, atom 6 (C): -0.6152


Molecular formula: C7H30N10O9
Method: DFT, ωB97M-V/def2-TZVPD

The geometry in ORCA input format:
```
! RIJCOSX wB97M-V def2-TZVPD def2/J DEFGRID3
* xyz 0 1
H 1.526 2.064 3.983
H -5.546 1.953 2.979
H -1.232 -3.508 0.306
C -3.987 1.075 2.074
H 1.447 1.048 -0.222
H 5.415 -0.552 0.818
O -3.465 2.061 1.556
C 0.324 0.567 4.734
O -0.321 0.165 5.676
H -3.987 -0.966 2.223
C 3.464 -0.817 0.953
H 2.427 -1.831 -4.464
O -0.217 -1.949 0.577
H 2.677 -0.561 2.776
O -0.779 0.587 0.460
C -0.433 1.574 -0.173
H -1.548 -0.323 -2.106
N 3.535 -0.751 2.281
H -5.761 0.261 2.712
H -2.672 -0.239 1.282
H 0.792 0.240 2.712
O 2.359 -0.836 0.395
H 3.937 -1.094 -5.069
C -1.364 -0.066 -3.155
H -0.117 -0.973 3.539
H -0.269 -0.082 -3.130
H -2.176 2.643 -0.391
O -1.455 -4.444 0.430
H -1.904 -1.913 -3.546
N 0.370 -0.091 3.562
N 4.613 -0.750 0.245
H 0.715 -2.044 0.359
H -1.457 2.008 -3.197
C -2.032 1.208 -3.680
H -0.856 3.245 -1.277
H 4.434 -0.741 2.730
H -3.557 0.989 -2.477
H -1.916 1.403 -4.744
H -0.387 -0.993 0.490
N 2.281 -0.831 -2.413
H 0.903 2.234 5.626
N -1.178 2.630 -0.551
H 4.637 -0.937 -0.742
N 0.954 1.751 4.746
O -3.409 1.278 -3.382
N 0.833 1.779 -0.561
H 2.144 -0.337 -1.544
N -3.468 -0.171 1.897
O -1.801 -1.095 -4.039
H 1.290 2.631 -0.829
H -0.625 -4.908 0.304
C 3.195 -0.403 -3.285
N -5.153 1.060 2.734
N 3.231 -1.242 -4.369
H 1.706 -1.614 -2.659
O 3.864 0.609 -3.156
*
```

## Properties
Kohn-Sham gap: 9.768 eV
highest occupied orbital energy: -9.7 eV
energy relative to the best compared isomer or geometry (same formula, charge and spin): 0.0 kcal/mol
SMILES: NC(N)=O.NC(N)=O.NC(N)=O.NC(N)=O.NC(N)=O.OCCO.O.O

Atom charges from the natural (NBO) analysis, given in e for atoms 1 to 6: atom 1 (H): 0.3842, atom 2 (H): 0.4035, atom 3 (H): 0.4983, atom 4 (C): 0.7761, atom 5 (H): 0.4073, atom 6 (H): 0.3878